{
  "formula": "C2H13NO3S",
  "method": "the ωB97M-V functional and the def2-TZVPD basis",
  "de_lowest_kcal_mol": 38.1,
  "smiles": "NCCS.O.O.O",
  "multiplicity": 1,
  "e_lumo_ev": 0.5296,
  "total_charge": 0,
  "orbital_gap_ev": 9.9,
  "elements": ["C", "C", "S", "N", "H", "H", "H", "H", "H", "H", "H", "H", "H", "O", "H", "H", "O", "H", "H", "O"],
  "xyz": [[-0.3655, -0.3865, 0.2845], [-0.8500, -0.3003, 1.7485], [0.1958, 0.5888, 2.8926], [-1.2051, -1.2969, -0.6291], [0.6260, -0.6545, 0.1886], [-0.4712, 0.6063, -0.2080], [-1.3914, -1.1516, 2.0704], [-1.9037, 0.3120, 1.6558], [0.7705, -0.5392, 3.4515], [-1.0482, -1.0195, -1.5664], [-2.1811, -1.0837, -0.4388], [-0.7985, 2.5175, -2.8276], [-0.2351, 1.3778, -3.5812], [-0.8342, 1.5101, -2.8695], [2.0047, -3.2243, 0.6738], [1.4178, -2.4355, -0.2925], [1.6898, -3.2848, -0.1715], [1.3732, 2.0941, 0.0474], [1.9835, 3.4608, -0.0713], [1.2228, 2.9096, -0.3570]],
  "forces_ev_per_a": [[-3.106, 0.872, -1.478], [-3.587, 2.322, -2.211], [0.384, -1.234, 0.447], [0.416, 0.112, 2.708], [2.206, -0.794, 0.089], [0.435, -0.178, 0.779], [0.669, -1.599, 0.808], [2.576, -0.573, 0.251], [-0.283, 0.919, -0.389], [0.236, 0.423, -0.994], [0.063, -0.069, -0.082], [-0.285, -1.928, 0.369], [0.868, -0.647, -1.045], [-0.559, 2.483, 0.752], [1.500, -0.422, 3.557], [-1.625, 3.650, -1.225], [0.123, -3.356, -2.342], [0.266, -2.184, 1.067], [-0.799, -0.476, -0.304], [0.503, 2.681, -0.757]]
}

=====

{
  "formula": "H2P2",
  "method": "the ωB97M-V functional and the def2-TZVPD basis",
  "de_lowest_kcal_mol": 74.5,
  "multiplicity": 1,
  "e_lumo_ev": [-1.0025, -1.2882],
  "total_charge": 0,
  "orbital_gap_ev": [7.5, 8.5],
  "elements": ["P", "P", "H", "H"],
  "xyz": [[-0.6110, 0.6030, -0.0360], [1.2561, -0.0930, 0.0000], [-0.3980, 1.9240, 0.4053], [-0.2471, -2.4340, -0.3692]],
  "forces_ev_per_a": [[-0.086, -0.427, -0.089], [-0.596, -0.308, -0.026], [0.297, 0.362, 0.082], [0.385, 0.373, 0.033]]
}

=====

{
  "formula": "C9H14",
  "method": "the ωB97M-V functional and the def2-TZVPD basis",
  "de_lowest_kcal_mol": 43.4,
  "smiles": "C=C(C)/C=C/CC(=C)C",
  "multiplicity": 1,
  "e_lumo_ev": 1.0199,
  "total_charge": 0,
  "orbital_gap_ev": 9.3,
  "elements": ["C", "C", "C", "C", "C", "C", "C", "C", "C", "H", "H", "H", "H", "H", "H", "H", "H", "H", "H", "H", "H", "H", "H"],
  "xyz": [[0.1581, 0.1273, 3.7203], [1.7724, -0.5492, -2.1055], [-0.2209, 0.5072, 2.4518], [0.4103, -0.7381, -2.1757], [-0.1289, -0.4918, 1.3917], [-0.3801, -0.2242, 0.0905], [-0.5799, 1.9652, 2.1644], [-0.3529, -0.3317, -3.3918], [-0.3762, -1.2546, -0.9984], [0.1752, 0.8767, 4.5033], [0.4884, -0.8816, 3.9683], [2.4031, -0.0197, -2.8775], [2.3077, -0.8821, -1.2188], [0.0358, -1.5421, 1.6437], [-0.6197, 0.7939, -0.2237], [0.1134, 2.4011, 1.4336], [-1.5844, 2.0569, 1.7280], [-0.5691, 2.5561, 3.0787], [-1.1183, 0.4290, -3.1788], [-0.9067, -1.1887, -3.8196], [0.3283, 0.0528, -4.1713], [-1.4142, -1.4734, -1.2956], [0.0586, -2.1889, -0.7174]],
  "forces_ev_per_a": [[-0.589, 0.860, -1.767], [-1.540, 0.048, -0.394], [1.187, -0.346, 2.337], [2.614, 0.865, -0.520], [-0.944, 0.241, -1.641], [0.080, -0.298, 1.166], [-0.150, -0.688, -0.328], [-0.148, 0.036, -0.729], [-0.261, 0.514, -0.517], [-0.047, -0.158, 0.102], [-0.164, 0.239, -0.190], [-1.070, -0.837, 0.712], [-0.064, 0.136, -0.040], [0.206, 0.346, 0.257], [0.068, -0.195, 0.074], [-0.046, -0.074, 0.208], [0.173, -0.129, 0.071], [0.127, -0.066, -0.018], [0.206, -0.084, 0.068], [0.249, 0.236, 0.188], [-0.374, -0.113, 0.321], [0.234, 0.110, -0.058], [0.252, -0.641, 0.699]]
}

=====

{
  "formula": "C2H6FN3O2",
  "method": "the ωB97M-V functional and the def2-TZVPD basis",
  "de_lowest_kcal_mol": 11.2,
  "multiplicity": 1,
  "e_lumo_ev": 0.6091,
  "total_charge": 0,
  "orbital_gap_ev": 10.6,
  "elements": ["C", "C", "N", "N", "N", "O", "O", "F", "H", "H", "H", "H", "H", "H"],
  "xyz": [[-0.8416, 1.4426, -0.6447], [-0.8551, -1.8761, -1.0172], [0.2921, 1.2099, -0.4094], [2.7036, 0.5068, 1.1362], [-2.7297, -0.8657, -0.2032], [-1.9507, 1.6843, -0.8773], [-1.4294, -1.1542, -0.0742], [0.4216, -1.9549, -0.6743], [3.4539, 0.2795, 0.3782], [0.9377, 1.0504, 0.3361], [2.7605, -0.4274, 1.5818], [3.1157, 1.1387, 1.9032], [-3.1161, -1.1730, -1.1113], [-2.7626, 0.1391, -0.3239]],
  "forces_ev_per_a": [[1.628, 0.108, 1.165], [-0.708, 0.525, 0.304], [-0.097, 0.294, -1.007], [2.463, -0.856, 0.304], [-4.046, 0.395, -0.659], [-1.628, 0.681, -0.892], [3.897, -1.365, -0.564], [-0.331, 0.046, 0.309], [-1.479, 1.427, 1.589], [0.741, -0.300, 0.485], [-0.687, 0.585, 0.069], [-0.431, -1.098, -1.891], [0.708, -0.549, 0.379], [-0.030, 0.107, 0.408]]
}

=====

{
  "formula": "C10H15Cl9F3NO3",
  "method": "the ωB97M-V functional and the def2-TZVPD basis",
  "multiplicity": 2,
  "e_lumo_ev": [2.3264, 2.2548],
  "total_charge": -1,
  "orbital_gap_ev": [2.0, 8.8],
  "s2": 0.753,
  "elements": ["C", "O", "N", "C", "C", "H", "H", "H", "H", "H", "H", "H", "C", "C", "O", "C", "O", "C", "F", "F", "F", "H", "H", "H", "H", "H", "C", "Cl", "Cl", "Cl", "H", "C", "Cl", "Cl", "Cl", "H", "C", "Cl", "Cl", "Cl", "H"],
  "xyz": [[-25.4114, -29.8605, 12.6954], [-25.7711, -30.5837, 11.7913], [-26.2926, -28.9702, 13.2386], [-25.9731, -28.2606, 14.4767], [-27.6543, -28.7566, 12.7033], [-24.5075, -30.0785, 13.2850], [-25.0354, -28.6656, 14.8571], [-26.7445, -28.4620, 15.2201], [-25.8438, -27.1791, 14.4366], [-28.3350, -29.2588, 13.3908], [-28.0136, -27.7295, 12.7672], [-27.7595, -29.2716, 11.7484], [-25.6397, -33.9900, 4.7197], [-26.2332, -34.0256, 3.3510], [-26.2033, -32.6725, 2.8026], [-27.2185, -31.8492, 2.9935], [-28.1897, -32.0897, 3.7213], [-27.1171, -30.5367, 2.2180], [-26.7515, -29.5415, 3.0055], [-26.1383, -30.5880, 1.3244], [-28.2479, -30.2851, 1.6493], [-26.2696, -33.5596, 5.4982], [-24.7552, -33.3550, 4.6696], [-25.2352, -34.9624, 5.0009], [-27.2311, -34.4641, 3.3600], [-25.6582, -34.5802, 2.6095], [-26.1901, -31.7120, 8.7421], [-27.4680, -32.4313, 7.7162], [-25.2215, -30.5419, 7.7970], [-25.1603, -32.9675, 9.5298], [-26.6595, -31.2148, 9.5910], [-31.0057, -32.1741, 6.4612], [-32.1199, -30.7743, 6.8298], [-31.4859, -32.9953, 4.9283], [-30.9567, -33.3295, 7.8326], [-29.9879, -31.8247, 6.2871], [-24.1962, -33.5733, 13.3128], [-22.5910, -34.1007, 12.7606], [-24.1393, -32.2884, 14.5828], [-25.1408, -34.9411, 13.9363], [-24.6923, -33.3168, 12.3768]],
  "forces_ev_per_a": [[-2.030, -0.915, 0.383], [0.725, -0.069, -0.563], [0.175, 1.945, 0.501], [0.207, -0.777, -0.043], [0.366, -1.165, 0.895], [0.130, 0.740, -0.239], [0.013, -0.027, 0.091], [-0.089, -0.061, 0.100], [-0.158, 0.113, -0.591], [-0.189, -0.372, 0.098], [0.670, 0.235, -0.590], [0.121, 0.523, -0.068], [1.125, 0.161, 0.278], [-0.356, 0.091, -0.108], [-0.319, 0.427, -0.733], [-2.267, -1.969, 2.603], [2.052, 0.828, -1.845], [1.926, -0.720, 0.870], [-0.493, 0.806, 1.055], [0.298, -0.389, -1.329], [-1.493, 0.594, -0.904], [-0.213, -0.276, -0.158], [0.112, 0.132, 0.045], [-0.402, -0.153, 0.171], [-0.243, 0.504, -0.128], [0.239, 0.010, 0.258], [-0.123, 0.583, 0.757], [-1.647, -0.587, -1.055], [0.659, 1.083, -0.482], [1.194, -1.436, 0.997], [-0.066, 0.287, -0.237], [-0.208, -0.254, -0.037], [0.653, -0.768, -0.231], [-0.044, 0.283, 0.611], [-0.198, 0.484, -0.551], [-0.137, 0.186, 0.247], [-0.109, -0.535, -0.358], [0.008, 0.172, 0.493], [0.148, -0.514, -0.650], [0.118, -0.083, 0.158], [-0.155, 0.882, 0.290]]
}

=====

{
  "formula": "C5H9NO",
  "method": "the ωB97M-V functional and the def2-TZVPD basis",
  "de_lowest_kcal_mol": 47.4,
  "smiles": "CC=C=N[C@H](C)O",
  "multiplicity": 1,
  "e_lumo_ev": 0.8662,
  "total_charge": 0,
  "orbital_gap_ev": 9.6,
  "elements": ["C", "C", "C", "C", "O", "C", "N", "H", "H", "H", "H", "H", "H", "H", "H", "H"],
  "xyz": [[-2.7620, -0.6205, 0.2289], [-1.5259, -0.7494, -0.6193], [1.3388, 1.4040, -0.3241], [1.7051, 0.1653, 0.4712], [2.9901, -0.2147, 0.0621], [-0.3145, -0.8638, -0.1342], [0.8245, -0.9987, 0.2981], [-3.3057, 0.3045, 0.0067], [-2.5096, -0.6196, 1.2932], [-3.4406, -1.4600, 0.0426], [-1.6151, -0.7717, -1.7022], [1.3739, 1.1860, -1.3963], [0.3439, 1.7796, -0.0671], [1.6830, 0.3953, 1.5480], [2.0809, 2.1747, -0.1024], [3.1331, -1.1109, 0.3948]],
  "forces_ev_per_a": [[-0.092, 0.007, 0.088], [0.187, -0.069, 0.026], [0.002, -0.003, -0.013], [-0.143, 0.321, 0.095], [0.169, -0.220, 0.147], [0.267, 0.067, 0.009], [-0.606, 0.063, -0.295], [0.081, -0.135, 0.021], [-0.046, 0.002, -0.159], [0.054, 0.129, 0.048], [-0.013, -0.053, 0.119], [-0.018, -0.004, 0.157], [0.154, -0.101, 0.012], [0.060, -0.072, -0.128], [-0.117, -0.038, -0.056], [0.061, 0.105, -0.070]]
}